{"formula": "C3H7NO2", "method": "wB97M-V/def2-TZVPD", "symbols": ["C", "C", "O", "H", "H", "H", "H", "N", "C", "O", "H", "H", "H"], "coordinates": [[-0.7204, -0.9315, -1.7829], [-1.2237, -0.8529, -0.3635], [-0.5309, -1.4855, 0.4638], [-0.3273, -1.9397, -2.1451], [-1.5123, -0.5907, -2.4500], [0.0633, -0.1716, -1.9007], [-2.1202, -0.1819, -0.1918], [1.3429, 0.3359, 1.3873], [0.8716, 1.6123, 1.2576], [0.0368, 2.1222, 0.4950], [0.6487, -0.3529, 1.2002], [2.1356, 0.0521, 2.0127], [1.3359, 2.3844, 2.0175]], "forces_ev_per_angstrom": [[-0.501, -0.186, -1.021], [2.697, -1.861, 0.346], [-2.846, 1.702, -0.936], [-0.543, 1.330, 0.960], [-0.046, -0.157, -0.257], [0.059, -0.192, 0.215], [0.855, -0.765, 0.517], [0.519, 0.678, 0.451], [0.556, 3.191, 1.176], [1.067, -2.337, 0.918], [-0.082, -0.960, -0.424], [-1.534, 1.005, -0.804], [-0.200, -1.449, -1.141]], "nbo_charge": [-0.73, 0.46, -0.58, 0.24, 0.21, 0.26, 0.15, -0.84, 0.54, -0.62, 0.42, 0.41, 0.09], "e_lumo_ev": 0.64, "mol_weight_g_mol": 89.1, "de_lowest_ev": 1.857, "smiles": "CC=O.NC=O"}